1.
This record from the OMol25 dataset describes a structure of composition C47H45AsN4O3PW at a distorted geometry. The level of theory is the ωB97M-V functional and the def2-TZVPD basis.

Results
- Kohn-Sham gap (spin up / spin down) (Eh) = 0.1499 / 0.1498
- LUMO energy (spin up / spin down) (eV) = -10.883 / -10.885
- charge = +3

Geometry as XYZ:
```
102
Properties=species:S:1:pos:R:3:forces:R:3:lowdin_charge:R:1
W -0.573002 0.110087 0.601134 -2.244 -1.880 0.356 1.621
O -1.336241 1.356483 1.797150 0.431 0.193 -0.022 -0.318
N -2.458908 0.907065 0.834635 -0.206 0.890 -0.839 -0.095
N -2.322594 1.687503 -0.259205 -0.334 -0.564 0.060 -0.222
O -1.071613 1.386011 -0.792408 -0.164 0.056 0.251 -0.275
C -2.987912 2.896089 -0.615959 0.610 -0.272 0.343 -0.216
C -4.060051 3.330549 0.139562 -0.268 0.129 0.150 -0.014
C -4.705427 4.498831 -0.244865 -0.062 -0.095 0.118 -0.050
C -4.279632 5.217402 -1.353369 -0.034 -0.003 0.035 -0.060
C -3.205879 4.755613 -2.095378 0.174 -0.157 -0.078 -0.058
C -2.547799 3.582809 -1.733057 0.011 0.247 -0.249 -0.033
H -4.392908 2.766001 1.000973 0.013 0.030 -0.010 0.116
H -5.552815 4.846891 0.331207 0.024 -0.005 0.002 0.120
H -4.786819 6.128927 -1.638099 -0.008 -0.021 -0.003 0.119
H -2.879574 5.299722 -2.972404 0.013 -0.011 0.027 0.116
H -1.719891 3.204110 -2.319744 -0.017 0.031 0.004 0.107
N -1.728138 -1.192869 2.140877 -0.132 0.142 -0.153 -0.007
C -2.169678 -2.543638 1.841740 0.104 -0.055 0.221 -0.273
C -2.471801 -3.438065 2.857033 0.016 0.010 0.036 0.004
C -2.927954 -4.703364 2.521507 -0.019 -0.028 -0.057 -0.016
C -3.078582 -5.073635 1.185289 0.015 0.032 0.064 -0.022
C -2.756372 -4.179713 0.180795 -0.011 -0.047 0.055 -0.052
C -2.298851 -2.903099 0.518206 -0.092 -0.217 -0.089 -0.327
P -1.799786 -1.720022 -0.705837 0.064 0.124 -0.147 1.083
C -3.232106 -1.082820 -1.560288 -0.110 0.058 -0.073 -0.341
C -4.494548 -1.588344 -1.244313 -0.030 0.096 -0.030 -0.054
C -5.608276 -1.128364 -1.933005 -0.019 -0.013 0.033 -0.037
C -5.470266 -0.167010 -2.921917 -0.001 0.018 -0.021 -0.028
C -4.214807 0.348643 -3.229525 -0.028 -0.013 0.028 -0.041
C -3.098823 -0.101691 -2.549834 -0.044 -0.054 -0.020 -0.118
C -0.715690 -2.602919 -1.823479 0.177 0.101 -0.147 -0.357
C -0.698814 -2.323490 -3.188683 -0.023 -0.106 -0.061 -0.066
C 0.199971 -2.984869 -4.015025 0.016 -0.010 0.025 -0.044
C 1.081259 -3.916900 -3.482647 -0.012 -0.004 -0.004 -0.038
C 1.068430 -4.192957 -2.119069 -0.036 0.037 0.010 -0.056
C 0.179045 -3.531642 -1.286371 0.086 -0.018 -0.064 -0.097
H -1.169240 -1.200235 2.988695 0.065 0.027 0.064 0.093
H -2.546908 -0.612304 2.316635 -0.064 0.053 0.090 0.113
H -2.365094 -3.150185 3.896899 -0.008 -0.013 -0.027 0.129
H -3.170403 -5.407579 3.306650 0.000 0.011 -0.019 0.128
H -3.439462 -6.061536 0.932315 0.014 0.011 0.022 0.128
H -2.847996 -4.470852 -0.858794 0.003 0.017 0.008 0.133
H -4.620034 -2.332526 -0.469584 0.005 -0.005 -0.013 0.105
H -6.585593 -1.525488 -1.693195 0.012 0.006 -0.006 0.123
H -6.343049 0.184925 -3.456830 0.019 -0.007 0.015 0.124
H -4.110809 1.104068 -3.997493 -0.002 -0.013 0.014 0.121
H -2.129434 0.315191 -2.787723 0.046 0.033 0.029 0.097
H -1.407348 -1.629304 -3.620849 0.025 -0.031 0.010 0.099
H 0.195555 -2.787751 -5.079242 -0.002 -0.014 0.017 0.121
H 1.765311 -4.445949 -4.134170 -0.014 0.019 0.019 0.122
H 1.737175 -4.938808 -1.708170 -0.010 0.014 -0.016 0.119
H 0.170931 -3.758200 -0.226486 -0.019 -0.001 0.017 0.114
C 3.116784 0.132246 4.768809 -0.025 0.007 0.046 -0.036
C 2.392703 -0.757111 3.756380 0.111 0.164 -0.051 -0.528
C 3.435505 -1.583239 2.980952 0.041 0.033 0.009 -0.017
C 1.437028 -1.702465 4.493362 -0.067 0.007 0.027 -0.031
C 1.574147 -0.000909 2.702224 0.239 -0.400 -0.024 -0.240
N 0.751093 -0.542001 1.947153 0.403 0.300 0.520 -0.034
H 3.790051 -0.493009 5.354301 -0.003 -0.003 0.006 0.110
H 2.436381 0.599168 5.484340 0.009 -0.029 -0.021 0.091
H 3.745856 0.899890 4.308078 -0.007 -0.053 0.008 0.092
H 3.934118 -2.256778 3.679292 0.005 0.023 -0.013 0.110
H 4.202825 -0.952132 2.522274 -0.052 -0.005 0.009 0.085
H 2.960560 -2.178142 2.202143 -0.015 -0.031 0.029 0.083
H 1.984067 -2.229949 5.275335 -0.012 0.000 -0.028 0.107
H 1.016438 -2.443700 3.812594 0.006 0.015 0.004 0.083
H 0.622719 -1.153228 4.976466 0.040 -0.012 -0.007 0.095
O 0.810033 -0.410277 -0.687661 0.409 1.107 0.261 -0.562
As 2.033107 0.819733 -0.478189 0.140 -0.001 -0.383 1.321
C 1.510722 1.965545 1.042390 0.843 -0.464 -0.013 -0.266
C 0.854128 3.105871 0.794576 -0.428 0.643 0.304 -0.042
C 0.410546 3.929364 1.900954 -0.101 0.084 -0.747 0.088
C 0.630276 3.579227 3.203151 0.191 -0.361 0.268 0.022
C 1.395369 2.444915 3.454568 -0.071 0.215 0.180 0.113
C 1.897627 1.580059 2.412906 -0.154 0.128 -0.107 -0.207
C 2.009997 1.831787 -2.040796 -0.172 0.306 -0.312 -0.327
C 1.563133 1.181934 -3.189561 0.026 0.207 -0.159 -0.068
C 1.594437 1.875020 -4.390666 -0.010 -0.030 0.001 -0.033
C 2.059993 3.183980 -4.432419 0.000 -0.005 -0.027 -0.024
C 2.514498 3.814232 -3.280287 -0.013 -0.008 0.007 -0.036
C 2.493208 3.137666 -2.070282 0.123 0.030 -0.173 -0.092
C 3.618872 -0.103461 -0.223907 0.347 -0.204 0.284 -0.339
C 3.627279 -1.473042 -0.467707 0.359 -0.022 0.051 -0.079
C 4.850190 -2.130260 -0.416614 -0.049 -0.014 -0.002 -0.034
C 6.013999 -1.429004 -0.124286 -0.007 -0.021 -0.013 -0.021
C 5.981334 -0.059304 0.118348 0.014 0.014 0.026 -0.039
C 4.775237 0.618982 0.062338 0.153 -0.132 0.040 -0.089
H 0.599154 3.399611 -0.215060 -0.094 0.066 -0.012 0.117
H -0.129652 4.844357 1.678501 0.009 -0.058 -0.057 0.150
H 0.252639 4.188061 4.013733 0.051 -0.025 0.009 0.145
H 1.672616 2.205928 4.474752 -0.013 0.034 -0.036 0.132
H 3.001997 1.602392 2.499818 0.007 -0.243 0.053 0.188
H 1.204529 0.161320 -3.158796 -0.027 -0.035 0.046 0.101
H 1.261285 1.389976 -5.298941 0.001 0.018 0.016 0.123
H 2.078483 3.715988 -5.374701 0.006 -0.012 0.011 0.127
H 2.890782 4.827575 -3.326039 -0.004 -0.019 -0.002 0.125
H 2.881332 3.625312 -1.184142 -0.034 -0.004 0.044 0.110
H 2.719586 -2.015696 -0.696238 -0.059 0.034 -0.022 0.096
H 4.893943 -3.194601 -0.607551 0.015 0.018 0.000 0.124
H 6.961455 -1.951422 -0.095373 -0.021 -0.003 0.012 0.128
H 6.894218 0.477597 0.339445 -0.006 -0.016 -0.015 0.126
H 4.756662 1.691221 0.225725 -0.034 0.029 -0.023 0.115
```
Positions in Å, forces in eV/Å.

2.
This record from the OMol25 dataset describes a structure of composition C47H45BMgN7O4 at a distorted geometry. The level of theory is the ωB97M-V functional and the def2-TZVPD basis.

Results
- Kohn-Sham gap (Eh) = 0.2456
- LUMO energy (eV) = 2.174
- charge = -1

Geometry as XYZ:
```
105
Properties=species:S:1:pos:R:3:forces:R:3:lowdin_charge:R:1
Mg -0.637227 -1.641067 0.323168 -0.286 -1.266 -1.206 0.526
O -4.536223 0.121126 -1.674282 -0.088 0.006 -0.044 0.049
C -5.176674 0.382551 -0.521799 0.111 -0.019 0.190 -0.265
C -6.412301 1.027170 -0.576183 -0.042 0.067 -0.102 -0.024
C -7.084573 1.349432 0.586988 0.064 -0.062 -0.031 -0.101
C -6.542715 1.025209 1.826528 -0.054 0.028 0.124 -0.109
C -5.334674 0.356571 1.889317 -0.033 -0.031 -0.068 -0.035
C -4.643014 0.014251 0.728735 -0.063 0.021 -0.176 -0.071
C -3.386447 -0.768674 0.782440 0.302 -0.045 0.079 -0.407
O -2.650019 -0.835397 -0.252387 -0.226 -0.204 0.085 -0.087
N -3.112809 -1.363286 1.948746 -0.385 0.122 0.295 0.078
N -2.043840 -2.152750 1.819340 0.145 -0.027 0.416 -0.071
C -1.509595 -2.738405 2.828517 -0.593 0.324 0.043 -0.087
C -0.425648 -3.653994 2.522892 0.503 -0.534 -0.104 -0.269
C 0.214581 -4.430945 3.492394 -0.231 0.155 -0.064 -0.032
C 1.180433 -5.333387 3.094221 0.088 -0.018 -0.194 -0.073
C 1.498832 -5.434897 1.744443 -0.037 -0.016 0.226 -0.057
C 0.843238 -4.597794 0.854898 0.072 -0.148 -0.200 -0.122
N -0.087970 -3.734423 1.224113 0.019 0.115 0.350 0.079
H -3.678193 -0.308729 -1.415366 0.004 -0.003 -0.027 0.059
H -6.819553 1.267797 -1.550002 0.017 0.030 0.002 0.111
H -8.039103 1.858493 0.531592 -0.005 0.005 -0.024 0.095
H -7.070350 1.284711 2.735406 0.020 0.011 0.005 0.090
H -4.895820 0.077965 2.836845 -0.010 -0.028 0.007 0.103
H -1.849219 -2.579929 3.850616 -0.088 -0.079 -0.031 0.125
H -0.055257 -4.320613 4.534735 -0.016 0.006 -0.003 0.108
H 1.681446 -5.957520 3.823694 0.009 0.018 0.015 0.102
H 2.243650 -6.136875 1.396624 -0.002 0.018 -0.048 0.098
H 1.066959 -4.619492 -0.207021 0.000 0.085 0.019 0.100
N -0.005706 -2.247625 -1.500539 -0.006 -0.015 -0.484 0.064
C 0.005524 -2.514861 -2.725144 0.101 -0.100 0.262 -0.358
C -0.842586 -1.855690 -3.798459 -0.059 -0.015 0.166 -0.220
C -2.225345 -1.984606 -3.786694 0.064 -0.004 0.129 -0.045
C -2.990991 -1.431144 -4.801337 -0.054 0.024 -0.065 -0.089
C -2.379527 -0.721101 -5.825232 -0.051 -0.031 -0.032 -0.104
C -0.999902 -0.562995 -5.826966 0.026 0.018 -0.045 -0.087
C -0.236034 -1.142566 -4.828253 -0.031 0.007 0.122 -0.058
C 0.908607 -3.587647 -3.325938 0.067 0.008 -0.145 -0.151
C 2.107597 -3.930356 -2.706744 0.001 0.003 0.034 -0.050
C 2.972507 -4.851113 -3.277811 0.038 0.026 0.038 -0.094
C 2.643397 -5.466422 -4.476940 -0.026 -0.079 -0.051 -0.114
C 1.433062 -5.167101 -5.085959 0.048 -0.023 -0.026 -0.094
C 0.576549 -4.235027 -4.518710 0.075 -0.003 0.124 -0.036
H -2.692436 -2.516845 -2.965214 -0.013 -0.012 -0.021 0.116
H -4.066885 -1.557808 -4.799851 0.000 0.040 0.050 0.098
H -2.980285 -0.302444 -6.623810 0.021 0.055 0.021 0.091
H -0.515381 0.005449 -6.611989 -0.024 0.016 0.004 0.097
H 0.841106 -1.020793 -4.822118 0.021 -0.030 -0.062 0.118
H 2.357279 -3.454529 -1.767296 -0.005 -0.070 -0.136 0.065
H 3.917250 -5.074775 -2.795582 -0.014 -0.019 0.022 0.095
H 3.321934 -6.176843 -4.933651 0.005 0.001 0.010 0.091
H 1.166500 -5.645361 -6.021115 -0.028 -0.027 0.023 0.095
H -0.361814 -4.005697 -5.004422 -0.005 0.057 -0.059 0.111
N 2.011057 -1.391596 3.602409 -0.080 -0.194 0.005 0.147
C 2.780567 -1.556440 2.474008 0.035 -0.024 -0.136 -0.373
C 4.181493 -1.605707 2.531720 0.068 0.019 0.004 -0.033
C 4.882045 -1.802328 1.359920 -0.108 0.063 0.058 -0.091
C 4.188560 -1.941208 0.162075 0.009 -0.045 -0.090 -0.076
C 2.806152 -1.881232 0.204921 0.115 0.085 0.118 -0.140
N 2.115565 -1.704107 1.329059 0.195 -0.065 0.127 0.116
H 2.443398 -0.935180 4.386057 -0.011 0.079 -0.014 0.091
H 1.066093 -1.094515 3.397509 0.035 0.202 0.055 0.074
H 4.693750 -1.485448 3.478395 -0.011 -0.005 0.005 0.100
H 5.964759 -1.830852 1.373790 0.004 -0.024 0.017 0.099
H 4.708764 -2.091447 -0.774089 -0.034 0.020 -0.025 0.095
H 2.186435 -1.977113 -0.681931 0.060 0.086 0.029 0.064
N -1.042058 0.887922 -2.296952 -0.078 -0.444 0.106 0.157
C -0.103899 1.799119 -2.672206 0.140 0.103 -0.136 -0.330
C -0.466719 3.072906 -3.134439 -0.037 -0.011 0.040 -0.049
C 0.495886 3.973200 -3.557565 0.048 0.003 0.046 -0.127
C 1.843013 3.636264 -3.541107 0.073 0.075 -0.061 -0.141
C 2.212344 2.373255 -3.088555 -0.048 0.048 0.029 -0.107
C 1.261291 1.468772 -2.657238 -0.040 -0.068 0.003 -0.043
H -1.961635 1.224861 -2.069142 0.011 -0.003 0.058 0.097
H -0.739976 0.076837 -1.751404 -0.170 0.416 -0.346 0.052
H -1.515810 3.347370 -3.155900 -0.001 -0.013 0.013 0.104
H 0.192106 4.957848 -3.894904 -0.021 -0.020 -0.026 0.091
H 2.591525 4.342606 -3.877698 -0.003 -0.002 0.020 0.082
H 3.260788 2.099579 -3.059675 -0.009 -0.032 0.005 0.095
H 1.549935 0.492353 -2.284361 0.015 -0.005 -0.003 0.107
C 2.377819 4.778283 5.036458 -0.063 0.052 -0.048 -0.056
C 1.206608 5.298924 4.187454 0.003 0.014 0.087 -0.564
C -0.037185 5.440085 5.078305 0.088 0.026 -0.055 -0.054
C 1.580678 6.689048 3.668061 -0.050 -0.128 -0.020 -0.079
C 0.917996 4.307809 3.058657 0.049 0.111 -0.020 -0.189
C 0.982335 4.667304 1.714814 0.035 0.042 0.044 -0.039
C 0.734555 3.758801 0.683460 -0.046 -0.193 -0.116 0.029
C 0.421434 2.469190 1.042441 0.027 0.031 0.272 -0.205
O 0.140824 1.390395 0.265956 0.162 0.448 -0.093 0.087
B -0.121523 0.285470 1.102333 0.244 0.920 0.376 -0.409
O 0.025164 0.767077 2.443308 0.004 0.088 0.415 0.074
C 0.348055 2.090483 2.381353 0.067 0.144 -0.217 -0.203
C 0.587458 2.987515 3.396954 -0.039 -0.188 -0.033 0.046
H 2.659778 5.518971 5.789601 -0.002 -0.016 0.025 0.078
H 3.243286 4.576643 4.403266 0.028 0.010 0.022 0.089
H 2.111100 3.854962 5.551324 0.030 -0.027 -0.006 0.072
H 0.146775 6.171673 5.869790 -0.022 -0.011 0.026 0.079
H -0.298271 4.489708 5.544029 -0.035 0.000 0.004 0.074
H -0.890658 5.773094 4.485692 -0.022 0.011 0.023 0.090
H 1.770121 7.357609 4.510381 0.006 -0.008 0.012 0.078
H 0.771114 7.115847 3.074148 0.026 0.037 -0.028 0.083
H 2.482842 6.648354 3.055698 -0.003 0.048 -0.026 0.084
H 1.238059 5.679160 1.433346 -0.004 0.017 0.046 0.093
H 0.788882 4.050960 -0.358254 0.007 -0.019 -0.012 0.112
H 0.514989 2.667716 4.429295 0.011 -0.008 0.004 0.117
```
Positions in Å, forces in eV/Å.

Looking at energy relative to the best compared isomer or geometry (same formula, charge and spin) for the records above, in order, we have 193.61, 177.00 kJ/mol.
Looking at E_tot for the records above, in order, we have -133497.061, -74217.810 eV.